Entry 1:
Density functional theory data (wB97M-V/def2-TZVPD) for a structure of composition C28H39ClGeN4O4STc.

```
79
Properties=species:S:1:pos:R:3:forces:R:3
Tc 0.363993 -0.058487 0.816565 -0.11 0.03 0.06
O 2.109822 -0.217338 0.173458 0.03 0.03 -0.01
C 3.172885 0.557501 0.536350 -0.04 -0.09 0.00
C 4.430144 -0.014662 0.391847 -0.02 -0.03 -0.03
C 5.556505 0.700969 0.745719 0.02 0.02 0.01
C 5.454985 2.005203 1.235987 0.00 -0.03 -0.02
C 4.215729 2.582185 1.356216 -0.05 0.02 0.03
C 3.047191 1.866790 1.028617 0.12 0.13 0.03
C 1.794309 2.540741 1.095465 -0.06 -0.06 -0.06
N 0.665629 1.923615 0.952085 0.03 0.00 0.09
N -0.471604 2.702393 0.799226 0.13 0.16 0.06
C -1.405195 1.999206 0.279689 -0.09 -0.19 -0.06
O -1.167073 0.685252 -0.010186 0.08 -0.09 -0.01
C -2.741306 2.504834 -0.023725 -0.02 0.01 -0.01
C -3.001172 3.871985 0.072742 0.01 0.00 0.01
C -4.268887 4.347349 -0.208046 0.00 0.01 0.00
C -5.277829 3.467218 -0.579466 -0.01 0.00 0.00
C -5.022688 2.105664 -0.672707 0.02 0.01 0.01
C -3.755180 1.622820 -0.396664 0.00 0.03 -0.02
H 4.503095 -1.017363 -0.006188 0.00 0.00 0.00
H 6.530413 0.244685 0.629161 0.00 0.00 0.01
H 6.342668 2.559342 1.504375 0.01 -0.01 -0.01
H 4.118605 3.600111 1.712603 -0.01 0.00 0.00
H 1.759399 3.620597 1.205236 -0.01 0.01 0.01
H -2.208141 4.548210 0.360984 -0.01 0.00 0.00
H -4.472629 5.406999 -0.140184 0.00 0.00 0.00
H -6.267336 3.845639 -0.798207 0.00 0.00 0.00
H -5.811047 1.424491 -0.963607 0.01 0.00 0.00
H -3.547379 0.564517 -0.469649 -0.01 -0.03 0.00
C -6.454232 -3.650963 2.239927 0.00 0.00 -0.01
C -4.959210 -3.568085 1.968187 0.02 0.03 0.01
C -4.458511 -2.130459 1.878202 -0.01 0.00 0.01
C -2.947659 -2.036569 1.642808 0.05 0.02 0.01
Ge -2.441569 -2.976938 0.020378 -0.02 -0.03 0.02
C -3.339190 -2.453819 -1.613974 -0.01 -0.01 -0.02
C -4.740101 -3.075684 -1.725750 -0.01 0.02 -0.05
C -5.482390 -2.609302 -2.979462 0.00 0.01 0.01
C -5.844021 -1.128671 -2.951441 0.01 -0.01 -0.01
H -6.790992 -4.684962 2.292856 -0.01 0.00 0.00
H -7.024677 -3.152304 1.453902 0.00 0.00 0.00
H -6.701926 -3.169295 3.186577 0.00 0.00 0.00
H -4.738048 -4.096077 1.028530 0.01 -0.02 0.00
H -4.403952 -4.096397 2.749422 -0.01 0.00 0.00
H -4.705565 -1.599357 2.800461 0.00 0.00 0.00
H -4.989146 -1.606794 1.075963 0.00 0.02 0.02
H -2.386578 -2.454104 2.481944 -0.01 -0.01 0.00
H -2.631404 -0.997899 1.514296 -0.04 0.01 0.04
H -2.097901 -4.468359 0.135931 0.02 0.02 0.01
H -2.721726 -2.744783 -2.467154 -0.01 -0.02 -0.01
H -3.393224 -1.363641 -1.620355 0.01 0.02 0.00
H -5.339037 -2.815720 -0.847635 0.00 0.00 -0.01
H -4.657975 -4.166255 -1.734398 0.01 0.00 0.00
H -6.394493 -3.200635 -3.076029 0.00 0.00 0.00
H -4.876420 -2.831316 -3.862413 0.00 0.00 0.00
H -6.469001 -0.898779 -2.084737 0.00 0.00 0.01
H -6.403476 -0.849875 -3.843184 -0.01 0.00 0.00
H -4.960638 -0.487302 -2.916398 0.00 0.01 0.00
Cl 1.871470 1.045564 4.694294 -0.01 -0.04 0.00
C 0.873888 -0.420334 4.887275 -0.07 -0.02 0.07
C 0.829396 -1.079823 3.536169 0.35 0.26 -0.12
O 1.469962 -2.054538 3.233074 -0.07 -0.13 0.05
O 0.095406 -0.388230 2.652640 -0.16 0.01 -0.14
H -0.116852 -0.116126 5.212467 0.00 -0.01 0.02
H 1.351144 -1.073321 5.609449 -0.01 -0.01 0.00
C 0.210325 -4.766649 -2.167974 0.01 -0.02 0.00
N 0.863768 -4.609931 -0.879985 0.02 0.00 -0.01
C 1.740756 -5.660026 -0.329330 0.00 0.00 -0.01
C 2.238326 -5.043941 0.994197 -0.02 0.00 0.00
N 1.509440 -3.767661 1.040177 0.10 -0.04 -0.02
C 0.781590 -3.600501 -0.038087 -0.05 0.03 0.00
S -0.204692 -2.180685 -0.350835 -0.02 0.00 0.01
H 0.951666 -5.058977 -2.910223 0.00 0.00 0.00
H -0.237042 -3.824590 -2.473330 0.00 0.00 0.00
H -0.557903 -5.538251 -2.109525 0.00 0.00 0.00
H 2.546831 -5.862918 -1.032899 0.00 0.00 0.01
H 1.169029 -6.575884 -0.182017 -0.01 0.00 0.00
H 3.311618 -4.865588 0.997188 0.00 0.01 -0.01
H 1.982102 -5.651732 1.858779 0.01 0.00 0.00
H 1.552335 -3.099780 1.813448 -0.06 0.01 0.00
```
Forces are in eV/Å.

Computed properties:
lowest unoccupied orbital energy (spin up / spin down): -6.66 / -7.33 eV
HOMO energy (spin up / spin down): -13.6 / -13.7 eV
⟨S²⟩: 0.758
charge: +2
HOMO-LUMO gap (spin up / spin down): 7.0 / 6.3 eV
2S+1: 2

---

Entry 2:
Density functional theory data (wB97M-V/def2-TZVPD) for a structure of composition C4H6LaLiO2.

```
14
Properties=species:S:1:pos:R:3:forces:R:3
O -1.329258 1.559594 -0.000405 1.18 0.77 -0.02
La 0.560152 2.827883 -0.062222 -1.36 -1.69 0.02
C -1.694619 0.227787 -0.097731 -0.23 -0.55 -0.42
C -0.616195 -0.760565 0.374334 -1.92 -0.99 0.17
H -2.602558 0.026942 0.511762 0.34 0.07 -0.16
H -0.576124 -0.611629 1.468227 0.89 -0.08 -0.44
H -0.998008 -1.790529 0.278115 0.17 0.24 -0.21
H -1.970365 -0.046469 -1.141325 0.11 0.28 0.30
C 0.733594 -0.694336 -0.851263 2.61 -0.89 2.01
C 1.328846 -0.370791 0.399578 0.06 5.07 -0.55
O 2.143101 -0.636611 1.321825 -0.93 -0.80 -1.96
Li 3.287102 1.674870 0.940460 -0.18 -0.83 0.25
H 0.263706 -0.161200 -1.687140 -0.38 1.55 1.19
H 1.470623 -1.244940 -1.454209 -0.35 -2.16 -0.17
```
Forces are in eV/Å.

Computed properties:
lowest unoccupied orbital energy (spin up / spin down): -0.58 / -0.60 eV
HOMO energy (spin up / spin down): -5.2 / -5.1 eV
charge: 0
HOMO-LUMO gap (spin up / spin down): 4.6 / 4.5 eV

---

Entry 3:
Density functional theory data (wB97M-V/def2-TZVPD) for a structure of composition C12H21ClLiN5O4Se2.

```
46
Properties=species:S:1:pos:R:3:forces:R:3
Li -0.512591 0.996360 0.103507 0.25 -0.17 -0.01
C -0.376942 5.055822 -0.849004 -0.02 0.05 -0.01
Se 0.638615 3.582178 -0.086561 -0.06 0.03 0.01
C 1.593969 3.075299 -1.726813 -0.02 0.02 0.04
C 2.652181 2.057192 -1.363234 -0.07 -0.14 -0.12
Se 1.663413 0.331142 -0.775905 0.35 0.30 -0.08
C 3.034639 -0.002277 0.566491 -0.09 -0.09 0.07
H -0.960052 4.725941 -1.708775 0.01 0.01 0.01
H 0.299145 5.848377 -1.160037 0.00 0.00 0.00
H -1.046145 5.439309 -0.081733 0.01 -0.02 0.00
H 1.983620 3.999377 -2.156993 0.04 -0.01 0.04
H 0.856987 2.662261 -2.423211 0.04 -0.03 -0.01
H 3.277699 2.430619 -0.552062 0.02 -0.01 0.02
H 3.290430 1.829502 -2.218327 -0.04 0.04 -0.04
H 4.001645 0.077771 0.075846 -0.01 0.01 -0.01
H 2.903693 -1.008545 0.955268 -0.03 0.04 -0.05
H 2.967431 0.726847 1.371069 -0.02 0.01 -0.01
N -2.098175 1.612552 -1.227866 0.00 0.01 0.02
N -3.426378 1.305222 -0.853199 -0.11 0.08 -0.01
C -3.534868 0.880593 0.478034 0.07 0.11 0.09
N -4.863381 0.765730 0.855016 -0.05 -0.15 -0.08
N -2.500978 -0.210946 0.713756 -0.08 -0.10 0.27
N -3.038873 -1.388736 1.350006 0.27 -0.50 -0.37
O -3.861159 -1.938394 0.653632 -0.04 0.16 0.22
O -2.543421 -1.747249 2.374759 -0.23 0.23 0.03
H -1.911940 2.608463 -1.144796 0.01 -0.03 -0.04
H -1.945229 1.311855 -2.183164 0.00 -0.01 0.04
H -4.113428 2.015515 -1.078523 0.08 -0.02 0.03
H -5.400428 0.153725 0.253956 0.01 0.03 0.03
H -4.984127 0.540399 1.832735 -0.01 0.03 -0.02
Cl 3.732623 -6.468354 0.734729 -0.06 0.07 -0.01
C 2.716226 -5.046825 0.611081 0.04 -0.07 0.02
C 2.457055 -4.282778 1.734764 -0.01 0.01 0.00
C 1.651990 -3.159917 1.629803 0.00 0.00 0.05
C 1.082996 -2.754301 0.408831 0.07 0.10 -0.11
C 0.321366 -1.527351 0.275623 -0.21 -0.08 0.11
C 1.373300 -3.564907 -0.706228 0.00 -0.03 -0.02
C 2.169069 -4.691907 -0.611736 0.00 0.03 -0.02
H 2.878555 -4.570788 2.688746 0.00 0.00 0.01
H 1.446542 -2.576916 2.521474 0.00 0.00 0.01
H -0.101741 -1.201259 1.232438 0.00 -0.06 0.01
H -0.442476 -1.579665 -0.505501 0.00 -0.01 0.01
H 0.962105 -3.292123 -1.671619 -0.01 0.00 0.00
H 2.371882 -5.296666 -1.485767 0.00 0.00 -0.01
O -1.841469 0.609246 1.664373 -0.04 0.06 -0.15
O -2.823374 1.668609 1.485117 -0.08 0.10 0.05
```
Forces are in eV/Å.

Computed properties:
lowest unoccupied orbital energy: -0.38 eV
HOMO energy: -5.5 eV
charge: 0
HOMO-LUMO gap: 5.1 eV

---

Entry 4:
Density functional theory data (wB97M-V/def2-TZVPD) for a cluster of 7 separate species, C58H63F2N8O19 in total.

```
150
Properties=species:S:1:pos:R:3:forces:R:3
C -3.891361 -4.167618 1.294429 -0.08 0.50 -0.81
C -4.087189 -2.619236 1.874091 -1.18 -2.02 1.26
O -3.028052 -1.691285 1.449511 -1.76 -0.69 -2.00
C -3.178450 -1.578804 -0.009393 1.43 -0.58 -1.18
C -2.418993 -0.230988 -0.616272 -1.38 2.75 -0.82
C -3.476164 0.967519 -1.101069 2.70 0.43 -0.05
F -4.957132 0.769954 -0.955608 5.57 0.56 -0.52
C -2.845796 2.369659 -1.724842 2.11 -3.11 0.71
C -3.897928 3.553489 -2.138787 -5.53 1.52 5.51
O -4.955059 3.739112 -1.300173 7.49 -1.73 -6.18
O -3.801420 4.468764 -3.283604 3.14 0.09 1.81
C -2.779804 5.509434 -3.092747 0.59 2.01 6.16
O -2.524199 5.956988 -1.858923 -1.47 -3.16 -8.19
N -2.117707 6.048344 -4.371894 1.18 -1.25 3.40
C -0.614223 5.887207 -4.331747 4.00 -0.09 -6.83
O 0.020942 5.840342 -5.524519 -4.34 0.43 9.11
F 0.194610 5.746268 -3.098717 -3.24 0.26 -3.48
C -1.212459 2.413708 -1.844482 -1.95 -2.26 1.22
C -0.225190 1.159417 -1.336836 -2.76 1.51 -0.53
O 1.195715 1.406997 -1.470790 -4.82 -1.25 0.47
C 1.918564 0.628964 -2.440590 2.70 -1.76 -2.53
C 1.181617 0.180876 -3.820387 0.27 -1.11 -0.98
C 0.266885 -1.214603 -3.685459 0.94 -0.19 -0.44
C 0.417627 1.380194 -4.649249 0.46 0.10 -0.50
C -1.116165 1.031157 -5.115155 -0.57 1.90 -0.13
C -1.243540 0.074730 -6.438613 -0.07 -1.70 0.82
C -1.817497 2.498474 -5.506183 0.00 -0.39 0.14
N -0.886892 -0.093133 -0.723169 -1.94 2.84 -2.07
C 0.046480 -1.175570 -0.224854 1.41 -0.50 1.98
C 0.783256 -0.533763 1.133621 -0.66 -1.26 0.09
C 2.410055 -0.735526 1.142942 -0.69 -0.45 0.63
O 3.069523 0.538616 0.818352 -0.29 -1.52 1.64
C 3.204616 1.395827 2.007239 -0.16 0.92 0.80
H -4.426295 -4.973836 1.953886 1.02 1.85 -1.05
H -2.743032 -4.452181 1.208954 -2.42 0.66 0.16
H -4.407822 -4.209579 0.220267 1.31 -0.10 2.21
H -5.169568 -2.242185 1.552187 2.38 -0.54 0.58
H -4.106981 -2.739932 3.057309 0.44 0.82 -2.60
H -4.306748 -1.630496 -0.353698 2.28 0.72 0.72
H -2.648332 -2.496396 -0.559247 -1.01 1.86 1.23
H -2.393721 7.050345 -4.510983 0.50 -1.07 0.14
H -0.713260 3.398790 -2.294748 -1.03 -2.56 1.23
H 2.421854 -0.354198 -1.985934 -1.32 2.17 -0.57
H 2.859753 1.286487 -2.777523 -2.29 -1.11 1.07
H 2.068261 -0.161403 -4.547906 -1.79 0.78 2.01
H 0.165692 -1.669282 -4.784840 -0.11 1.12 2.55
H 0.879584 -2.045688 -3.085320 -1.34 1.92 -1.17
H -0.774094 -1.030908 -3.185747 1.97 -0.53 -1.09
H 0.512138 2.397163 -4.031136 -0.52 -2.19 -1.26
H 1.018203 1.598929 -5.658170 -1.20 -0.52 2.21
H -1.748155 0.647297 -4.177866 1.49 0.47 -2.20
H -1.618729 0.604145 -7.410754 0.89 -0.80 2.03
H -0.232884 -0.512362 -6.657791 -2.11 1.41 0.36
H -2.039175 -0.772930 -6.167660 1.67 1.79 -0.77
H -2.183944 2.550215 -6.616065 0.75 -0.20 2.13
H -2.769576 2.640951 -4.828067 2.01 0.09 -1.33
H -1.001230 3.330796 -5.375708 -1.85 -1.37 -0.13
H -0.473189 -2.154513 0.149541 0.40 2.21 -1.15
H 0.879231 -1.503143 -0.977226 -1.97 1.06 0.97
H 0.429675 0.583830 1.308729 1.01 -2.38 -0.62
H 0.364981 -1.134122 2.076992 0.62 1.08 -2.84
H 2.696150 -1.609922 0.392533 -0.38 2.15 1.11
H 2.715700 -1.145763 2.220198 -0.51 1.13 -2.44
H 4.299581 1.810287 2.088103 -2.11 -0.90 -0.38
H 2.461896 2.295385 1.884590 1.41 -1.55 0.25
H 2.935275 0.869591 3.025045 0.83 0.96 -2.43
C -5.135389 6.157450 0.852692 -0.10 0.03 0.08
C -6.390962 5.826730 0.340537 -0.07 0.22 0.31
C -7.546505 6.166959 1.046481 0.06 0.08 0.10
C -7.432675 6.845475 2.267722 0.84 -0.26 -0.53
C -6.173197 7.171898 2.787941 -0.05 -0.01 -0.04
C -5.024633 6.823898 2.074242 -0.39 -0.11 -0.16
N -8.644450 7.228434 3.002171 -1.26 0.38 0.74
O -9.739449 6.904984 2.518373 1.65 0.47 0.72
O -8.503519 7.856559 4.061245 -0.20 -0.94 -1.55
H -4.237433 5.895061 0.295891 -0.18 0.05 0.09
H -6.469080 5.305963 -0.611436 -0.04 0.17 0.31
H -8.517573 5.902194 0.633831 0.15 0.18 0.28
H -6.070145 7.693962 3.736928 -0.26 -0.12 -0.24
H -4.042441 7.075567 2.468207 -0.23 -0.02 -0.03
C 7.670344 2.848953 -5.077362 -0.07 -0.11 -0.04
C 6.299388 3.044288 -4.902822 0.09 -0.36 -0.14
C 5.399661 2.031164 -5.239668 0.08 -0.05 0.01
C 5.886343 0.819162 -5.748551 0.60 0.72 0.24
C 7.261630 0.623227 -5.932014 -0.04 0.01 0.02
C 8.151522 1.644811 -5.594190 -0.42 0.05 0.06
N 4.947405 -0.259077 -6.080616 -0.36 -1.17 -0.43
O 3.737172 -0.040219 -5.922056 1.48 -0.31 -0.25
O 5.418505 -1.327394 -6.496315 -0.88 1.72 0.69
H 8.368390 3.639759 -4.807991 -0.15 -0.17 -0.07
H 5.931946 3.986083 -4.500873 0.03 -0.22 -0.11
H 4.334283 2.198947 -5.097639 0.22 -0.22 -0.13
H 7.652672 -0.310546 -6.330639 -0.31 0.17 0.09
H 9.221188 1.501279 -5.730061 -0.25 -0.02 0.00
C -0.914429 0.263067 7.940664 0.07 -0.02 -0.11
C 0.287737 -0.439539 8.037003 -0.10 0.12 -0.38
C 1.046935 -0.687807 6.891851 -0.02 0.03 -0.04
C 0.592973 -0.221774 5.650278 -0.49 0.14 0.78
C -0.617330 0.477145 5.549590 0.04 -0.02 0.02
C -1.369310 0.716896 6.701421 0.36 -0.20 -0.02
N 1.399091 -0.457400 4.446480 0.58 -0.17 -0.01
O 2.454342 -1.096071 4.573948 -1.53 0.90 -0.45
O 0.980746 -0.000897 3.372874 0.69 -0.01 3.18
H -1.500141 0.459118 8.837162 0.12 -0.05 -0.20
H 0.634887 -0.791326 9.006171 -0.03 0.05 -0.25
H 1.981599 -1.236738 6.983677 -0.20 0.18 -0.23
H -0.983932 0.840190 4.591703 0.26 -0.15 0.17
H -2.308706 1.261185 6.634099 0.22 -0.11 -0.04
C 4.378640 -6.813453 -0.469962 -0.14 0.03 0.00
C 4.108145 -5.579647 0.123920 -0.33 -0.15 -0.14
C 2.795906 -5.107320 0.189726 0.01 -0.04 -0.03
C 1.756918 -5.884433 -0.340717 0.87 -0.29 -0.03
C 2.026540 -7.119905 -0.944354 -0.01 0.00 0.02
C 3.343219 -7.580479 -1.006782 -0.11 0.35 0.17
N 0.372427 -5.405099 -0.251872 -0.96 -0.06 -0.11
O 0.176909 -4.298523 0.272501 0.06 -1.31 -0.66
O -0.521650 -6.135746 -0.702230 1.26 1.30 0.72
H 5.402762 -7.180124 -0.513879 -0.23 0.08 0.00
H 4.920653 -4.986932 0.538738 -0.22 -0.09 -0.08
H 2.601613 -4.143814 0.655838 -0.14 -0.28 -0.11
H 1.230388 -7.730978 -1.364446 0.08 0.29 0.17
H 3.562426 -8.539662 -1.470640 -0.11 0.21 0.10
C 6.866900 5.794557 6.105160 -0.08 -0.10 -0.04
C 5.495944 5.989892 6.279700 0.11 -0.36 -0.15
C 4.596218 4.976768 5.942854 0.04 -0.04 -0.01
C 5.082899 3.764766 5.433971 0.61 0.73 0.24
C 6.458186 3.568831 5.250509 -0.03 0.02 0.01
C 7.348079 4.590415 5.588333 -0.41 0.04 0.04
N 4.143961 2.686528 5.101906 -0.64 -0.86 -0.23
O 2.933728 2.905385 5.260466 1.59 -0.45 -0.29
O 4.615062 1.618210 4.686208 -0.73 1.51 0.71
H 7.564946 6.585363 6.374532 -0.15 -0.17 -0.06
H 5.128502 6.931687 6.681649 0.03 -0.23 -0.10
H 3.530839 5.144551 6.084883 0.24 -0.25 -0.10
H 6.849228 2.635058 4.851883 -0.30 0.16 0.11
H 8.417744 4.446883 5.452461 -0.25 -0.02 0.01
C -4.562915 -7.556092 0.570986 0.01 -0.21 0.00
C -5.433678 -8.547149 1.026748 0.37 -0.09 -0.12
C -5.019308 -9.879943 1.063471 0.09 0.00 -0.01
C -3.723257 -10.209934 0.643793 -0.33 0.99 -0.02
C -2.849664 -9.218047 0.178543 -0.08 -0.03 0.05
C -3.276343 -7.888986 0.143765 -0.24 -0.22 0.12
N -3.273033 -11.605696 0.703971 0.37 -1.48 0.09
O -4.081657 -12.456636 1.103636 1.24 1.32 -0.62
O -2.109467 -11.852649 0.355879 -1.68 0.38 0.49
H -4.888599 -6.517501 0.549497 0.05 -0.33 -0.06
H -6.435366 -8.280043 1.356640 0.20 -0.13 -0.07
H -5.709793 -10.640522 1.421389 0.34 0.04 -0.12
H -1.842841 -9.460782 -0.154823 -0.31 -0.15 0.14
H -2.604575 -7.111306 -0.212869 -0.12 -0.23 0.07
```
Forces are in eV/Å.

Computed properties:
lowest unoccupied orbital energy: -5.09 eV
HOMO energy: -11.3 eV
charge: +1
HOMO-LUMO gap: 6.2 eV

---

Calculated values (hartree/bohr) of largest force on an atom for the records, taken in order: 0.009 0.099 0.013 0.196.
Calculated values (eV) of relative energy (zero: lowest compared OMol25 entry of this formula, charge and spin) for the records, taken in order: 0.318 1.682 3.697 17.211.